Molecular formula: C35H37BrP2Sr
Method: DFT, ωB97M-V with the def2-TZVPD basis set

Each line ends with the Mulliken charge.
Geometry (Å):
1 Sr -3.034 3.261 0.435  1.180
2 C -6.075 0.715 4.179  -0.531
3 C -4.786 0.331 4.142  -0.190
4 C -4.277 -0.985 3.605  -0.958
5 C -4.052 -0.884 2.093  0.520
6 C -5.263 -0.507 1.301  -0.344
7 C -6.546 -0.761 1.568  -0.375
8 C -7.132 -1.253 2.853  -0.805
9 C -7.286 -0.159 3.947  -0.640
10 C -5.448 3.322 -0.907  -0.889
11 H -6.334 1.747 4.454  0.467
12 H -4.008 0.896 4.695  0.326
13 H -4.896 -1.873 3.812  0.342
14 H -3.313 -1.212 4.103  0.465
15 H -3.262 -0.133 1.930  -0.595
16 H -3.643 -1.847 1.743  0.399
17 H -5.009 -0.043 0.341  0.332
18 H -7.310 -0.374 0.889  0.298
19 H -6.524 -2.077 3.236  0.280
20 H -8.144 -1.625 2.631  0.374
21 H -8.131 0.523 3.736  0.344
22 H -7.645 -0.685 4.848  0.320
23 H -6.409 3.873 -0.800  0.157
24 H -5.626 2.382 -0.353  -0.004
25 H -5.342 3.068 -1.998  0.219
26 P 3.452 1.061 0.059  0.044
27 P 2.404 -0.035 -2.871  -0.032
28 C 3.419 -0.712 -0.344  -0.734
29 C 3.045 -1.142 -1.580  -0.548
30 C 5.092 1.201 0.903  0.296
31 C 5.753 0.121 1.509  0.134
32 C 6.960 0.321 2.193  -0.614
33 C 7.540 1.593 2.247  -0.472
34 C 6.913 2.669 1.599  -0.521
35 C 5.705 2.475 0.923  -0.394
36 C 2.240 1.066 1.435  0.590
37 C 0.896 0.865 1.081  -0.962
38 C -0.079 0.812 2.068  -0.107
39 C 0.280 0.940 3.411  -0.630
40 C 1.614 1.137 3.763  -0.570
41 C 2.603 1.223 2.779  -0.505
42 C 3.433 -0.740 -4.264  0.418
43 C 4.815 -0.469 -4.222  -0.441
44 C 5.669 -1.055 -5.159  -0.508
45 C 5.164 -1.894 -6.161  -0.515
46 C 3.786 -2.119 -6.226  -0.491
47 C 2.915 -1.525 -5.304  -0.352
48 C 0.782 -0.806 -3.203  0.468
49 C -0.143 -0.033 -3.928  -0.545
50 C -1.356 -0.596 -4.316  -0.608
51 C -1.666 -1.913 -3.962  -0.523
52 C -0.768 -2.654 -3.200  -0.642
53 C 0.443 -2.098 -2.789  0.006
54 H 3.690 -1.414 0.459  0.495
55 H 3.185 -2.191 -1.879  0.820
56 H 5.338 -0.884 1.449  0.159
57 H 7.443 -0.530 2.680  0.385
58 H 8.479 1.744 2.785  0.363
59 H 7.373 3.659 1.622  0.378
60 H 5.229 3.307 0.400  0.362
61 H 0.638 0.728 0.027  0.327
62 H -1.121 0.643 1.787  0.588
63 H -0.489 0.871 4.184  0.414
64 H 1.897 1.233 4.809  0.383
65 H 3.639 1.398 3.059  0.325
66 H 5.217 0.172 -3.432  0.384
67 H 6.737 -0.866 -5.103  0.368
68 H 5.837 -2.362 -6.883  0.356
69 H 3.379 -2.770 -6.995  0.375
70 H 1.839 -1.704 -5.375  0.286
71 H 0.105 0.993 -4.200  0.396
72 H -2.055 -0.014 -4.906  0.432
73 H -2.608 -2.360 -4.284  0.409
74 H -0.995 -3.681 -2.920  0.408
75 H 1.123 -2.679 -2.171  0.355
76 Br -5.294 3.315 1.966  -0.702

Calculated values
Total charge   0
Highest occupied orbital energy   -6.3 eV
Lowest unoccupied orbital energy   -1.018 eV
Frontier orbital gap   5.25 eV